No. 1
Formula: C22H62AgBN3O10
Source: the OMol25 dataset
Level of theory: wB97M-V/def2-TZVPD

Geometry (Å):
B: -0.061 -0.613 1.333
H: 5.073 3.700 -1.517
H: 0.215 0.472 1.127
N: 0.675 -3.207 2.900
O: 1.309 2.414 2.483
C: 0.663 3.535 1.879
H: -4.073 6.919 -5.583
H: -2.609 2.322 -0.890
H: 0.828 -1.242 1.002
H: -6.031 -0.628 0.620
H: 4.570 -4.071 5.503
H: -3.679 -0.177 0.975
O: 3.331 -1.631 0.704
O: -1.340 2.364 1.293
H: 4.759 -0.859 -1.609
H: -4.176 -1.431 2.076
H: -3.456 6.564 -2.992
Ag: 2.239 0.371 1.303
C: 0.441 -3.018 4.340
H: -0.045 0.572 -1.364
H: 2.966 2.400 -2.162
H: 5.595 1.986 -1.585
N: -3.250 3.224 -2.652
H: 0.372 -3.791 -1.560
C: 3.056 1.707 -1.318
H: 5.127 -2.499 -2.035
H: -4.591 5.193 -5.929
H: -1.076 3.229 3.102
C: -0.216 -4.489 0.977
C: 1.320 -3.907 5.214
O: 0.967 -4.662 0.209
O: -2.917 5.473 -4.688
O: 1.828 1.307 -0.755
C: 0.008 -4.421 2.475
C: 0.984 0.657 -1.711
H: -1.013 -4.523 2.880
H: 4.988 0.935 0.535
O: 2.673 -3.806 4.803
H: 0.874 1.330 -2.564
O: -3.052 -2.035 0.430
O: -5.935 -2.614 0.314
H: 1.027 -4.959 5.076
H: 5.791 -1.864 -0.550
C: -2.353 2.316 -1.955
C: -2.653 -0.767 -3.941
H: -3.235 5.853 -6.687
H: 0.537 -5.311 2.823
C: -2.744 4.609 -2.484
H: -3.746 -0.823 -3.880
H: 1.082 4.462 2.287
H: -1.364 4.350 1.737
H: 3.558 0.823 -1.727
H: -4.570 5.299 -3.529
H: -0.256 -0.734 2.466
H: -0.121 -5.501 -1.297
H: 0.867 3.537 0.806
H: -3.817 0.853 -2.300
H: 3.408 -5.307 6.055
C: 3.547 -4.247 5.827
H: 2.799 -2.410 -1.154
H: 1.228 -3.700 6.285
O: -2.261 0.545 -3.588
C: -3.514 5.548 -3.402
H: -5.194 -1.031 -0.845
N: 4.193 1.469 0.901
H: -1.274 2.496 -2.009
H: -2.176 -1.719 0.718
C: -5.320 -1.340 0.194
H: -0.877 1.548 1.552
H: 3.825 -3.330 -0.167
H: -2.496 0.131 -1.499
H: -2.807 4.848 -1.422
H: -2.329 -1.045 -4.941
H: 1.517 -5.074 -1.785
H: 1.359 2.576 3.431
H: -5.344 -3.292 -0.025
H: 1.319 -0.360 -1.913
H: -0.846 -5.369 0.775
H: 0.652 -2.007 4.701
C: 4.903 -1.855 -1.182
H: 3.359 -3.673 6.740
H: 4.734 2.120 1.478
C: 5.255 2.797 -0.935
H: -1.673 4.592 -2.714
C: 3.631 -2.279 -0.449
H: -0.609 -3.146 4.639
C: -4.059 -1.207 1.012
H: -3.280 2.963 -3.632
H: -2.294 -1.553 -3.268
C: -3.764 5.882 -5.732
C: 3.947 2.394 -0.257
H: -0.768 -3.638 0.562
H: 0.250 -2.375 2.475
H: 3.378 3.248 0.117
H: 6.087 2.963 -0.249
C: -2.713 0.857 -2.292
H: -0.975 -0.897 0.697
C: -0.841 3.447 2.052
C: 0.679 -4.765 -1.160

Properties
Highest occupied orbital energy (alpha / beta)   -7.996 / -7.996 eV
Lowest unoccupied orbital energy (alpha / beta)   0.2 / -1.6 eV
Kohn-Sham gap (alpha / beta)   8.19 / 6.40 eV
DFT total energy   -53431.42382 eV
Multiplicity   2

No. 2
Formula: C22H62F2InNO29P6S2
Source: the OMol25 dataset
Level of theory: wB97M-V/def2-TZVPD

Geometry (Å):
C: 4.948 2.620 3.230
H: 1.484 0.102 3.330
H: 4.367 3.429 -6.366
H: 4.534 -3.782 -3.033
C: 2.009 -1.767 -3.424
H: 5.375 1.980 2.457
H: 1.821 -3.643 -4.442
H: 2.789 -2.892 -1.764
H: -2.656 1.483 -6.324
P: 0.411 -5.824 3.697
P: -5.756 -1.715 0.242
O: 2.321 0.453 5.145
H: 5.681 3.002 3.942
H: -8.620 -1.075 -1.148
O: -4.632 -2.836 -0.066
H: -5.551 -3.005 -4.419
H: 1.468 6.986 -0.460
P: 4.287 3.587 -3.078
H: 0.570 1.188 4.332
O: 4.937 2.339 -2.202
C: 4.226 -2.769 -3.293
O: -0.007 -1.025 1.672
O: 1.057 3.736 0.609
H: 2.833 -3.235 3.631
H: 3.490 -4.635 4.391
H: 5.117 5.003 -6.004
H: 5.513 1.595 7.538
H: 4.516 3.484 2.726
P: -4.650 0.219 -3.501
C: 2.242 -7.337 5.081
H: -4.140 -4.808 0.466
H: 2.461 5.502 -0.382
H: 2.676 -7.429 4.085
H: -6.475 -1.511 -4.780
C: -5.302 -2.110 2.858
H: -4.287 -1.742 2.706
O: -0.473 -4.648 4.263
C: -0.612 5.497 2.612
H: 5.176 -2.237 -3.349
C: 4.470 4.216 -5.618
H: -5.146 -3.081 3.327
O: 0.781 -0.156 -0.857
H: -3.352 2.350 -5.076
H: 6.415 3.524 -1.539
C: -4.904 -4.207 -0.029
H: 3.755 1.092 7.592
O: 3.811 2.148 3.947
O: -6.183 0.790 -3.954
H: 2.052 -4.057 4.957
H: 0.596 -0.567 4.565
H: 7.009 1.846 -1.932
H: -2.016 -3.416 3.538
O: 4.252 -0.379 3.422
O: 2.839 3.002 -3.539
P: 3.815 0.602 4.488
O: -0.063 5.847 1.377
H: -0.644 6.332 3.312
N: -1.748 0.184 -0.095
H: 1.639 1.724 -2.622
O: 5.086 3.558 -4.482
C: -2.887 1.383 -5.263
C: -0.940 -3.585 3.500
C: 6.195 2.457 -1.541
H: -5.745 -1.501 3.646
O: -1.091 -1.200 -2.201
S: -1.131 -1.143 0.781
C: 1.729 6.058 -0.968
F: -2.323 -0.929 1.813
C: -5.485 -1.932 -4.601
H: 1.180 1.750 0.408
O: -3.998 0.817 -2.320
H: 2.040 -0.778 -3.880
H: -1.976 1.382 -4.665
H: 4.385 2.408 6.549
O: -0.276 -6.789 2.778
H: 2.138 -8.326 5.528
O: -1.559 4.046 0.037
H: 1.721 2.263 1.900
H: 1.847 -2.191 -5.452
C: 1.778 2.805 -2.607
C: 0.947 2.495 1.169
H: 1.017 -2.024 -3.051
O: -5.367 -0.299 0.134
H: -0.497 -2.662 3.877
C: 4.592 1.428 6.979
H: -0.446 -3.686 2.534
H: 2.209 6.314 -1.912
H: -0.153 4.656 3.132
H: 0.930 3.297 -3.082
S: -0.683 -0.253 -1.134
O: 1.716 -5.071 3.221
H: 1.842 3.172 -1.583
O: 4.682 0.512 5.864
O: -3.809 0.258 -4.954
H: -5.871 -4.441 0.415
H: 3.051 -6.973 5.714
In: -3.830 2.167 0.281
F: -0.833 1.125 -2.011
H: -0.070 2.400 1.550
H: -5.038 -4.517 -1.065
H: -4.773 -1.810 -5.417
C: -6.379 2.235 -4.151
O: 4.364 4.754 -2.183
H: 3.537 -1.252 -1.912
H: 6.041 2.149 -0.507
O: -4.916 -1.348 -3.411
H: -1.650 5.187 2.495
O: 0.510 5.412 -1.102
C: 3.131 -2.112 -2.444
C: 2.558 -4.221 4.006
H: -7.316 2.520 -3.674
O: 3.665 -2.864 -4.639
O: 1.022 -6.607 5.069
C: 1.213 0.309 4.366
H: -8.936 -2.690 -0.297
H: -8.413 -1.339 0.586
H: 3.505 4.709 -5.501
O: -6.939 -2.211 -0.680
O: -6.143 -2.196 1.717
P: -0.193 4.697 0.170
C: -8.313 -1.802 -0.396
H: -5.476 2.767 -3.852
C: 2.268 -2.656 -4.561
O: -1.483 -2.486 0.261
H: -6.482 2.427 -5.219

Properties
Highest occupied orbital energy (alpha / beta)   -11.376 / -11.376 eV
Lowest unoccupied orbital energy (alpha / beta)   -2.9 / -8.1 eV
Kohn-Sham gap (alpha / beta)   8.44 / 3.26 eV
DFT total energy   -172697.66858 eV
Total charge   +1
Multiplicity   2